{"formula": "C34H54Br2N2O9P2", "method": "ωB97M-V with the def2-TZVPD basis set", "symbols": ["C", "C", "C", "C", "C", "C", "C", "C", "C", "O", "C", "C", "C", "N", "C", "C", "C", "C", "C", "C", "Br", "C", "C", "Br", "C", "N", "C", "H", "H", "H", "H", "H", "H", "H", "H", "H", "H", "H", "H", "H", "H", "H", "H", "H", "H", "H", "H", "H", "H", "H", "H", "C", "C", "O", "P", "O", "O", "C", "C", "O", "C", "C", "H", "H", "H", "H", "H", "H", "H", "H", "H", "H", "H", "H", "H", "H", "H", "C", "C", "O", "P", "O", "O", "C", "C", "O", "C", "C", "H", "H", "H", "H", "H", "H", "H", "H", "H", "H", "H", "H", "H", "H", "H"], "xyz": [[1.2401, -4.8483, 1.6340], [0.7282, -3.4916, 2.0588], [1.5963, -2.5916, 2.6589], [1.1216, -1.3235, 3.0202], [-0.1896, -0.9380, 2.8154], [-0.7004, 0.4264, 3.2315], [0.4188, 1.4020, 3.6070], [-1.7051, 0.3172, 4.4146], [-1.0643, -1.8551, 2.2209], [-2.3589, -1.4366, 2.0759], [-3.1041, -1.9949, 1.0044], [-4.0960, -3.0272, 1.4967], [-3.9342, -4.4087, 1.2099], [-4.7347, -5.3545, 1.6194], [-5.7705, -4.8898, 2.3745], [-6.6875, -5.8169, 2.9159], [-7.7524, -5.4140, 3.6604], [-7.9729, -4.0354, 3.9043], [-7.0981, -3.1157, 3.4047], [-7.3015, -1.6359, 3.6721], [-6.2897, -1.2423, 5.2996], [-8.7588, -1.2233, 3.8672], [-8.9027, 0.2994, 4.0296], [-9.8333, -1.7303, 2.3153], [-5.9723, -3.5226, 2.6422], [-5.1104, -2.5752, 2.1848], [-0.5906, -3.1066, 1.8663], [0.4497, -5.5791, 1.4834], [1.8309, -4.7108, 0.7238], [1.9512, -5.1885, 2.3885], [2.6253, -2.8728, 2.8462], [1.8483, -0.6799, 3.4978], [-1.2448, 0.8874, 2.4021], [1.2113, 1.3593, 2.8544], [0.8870, 1.0937, 4.5464], [0.0692, 2.4287, 3.6938], [-1.6096, 1.2105, 5.0331], [-2.7146, 0.2563, 4.0125], [-1.4973, -0.5613, 5.0258], [-3.7112, -1.1770, 0.6086], [-2.4908, -2.3556, 0.1772], [-3.0845, -4.7074, 0.6013], [-6.5265, -6.8731, 2.7402], [-8.4164, -6.1642, 4.0688], [-8.8252, -3.7623, 4.5091], [-6.9261, -1.0830, 2.8130], [-9.1726, -1.6691, 4.7693], [-9.8287, 0.5407, 4.5494], [-8.9721, 0.7673, 3.0475], [-8.0440, 0.7062, 4.5597], [-1.2655, -3.8222, 1.4114], [7.5852, -0.7556, -2.5863], [6.2216, -0.4965, -3.2033], [5.2024, -1.3324, -2.6505], [4.6560, -1.0251, -1.1538], [4.4042, 0.4252, -1.0636], [3.1548, -1.6540, -1.2760], [2.0041, -0.8934, -0.8925], [1.3626, -0.2676, -2.1167], [5.2343, -2.2736, -0.3599], [5.1623, -3.6043, -0.9086], [6.4934, -4.0528, -1.4696], [7.5383, -0.7371, -1.4950], [8.3019, -0.0045, -2.9195], [7.9651, -1.7349, -2.8775], [5.9465, 0.5542, -3.0907], [6.2493, -0.7082, -4.2721], [2.2726, -0.1474, -0.1461], [1.3082, -1.5813, -0.4075], [2.1118, 0.1556, -2.7847], [0.6599, 0.5178, -1.8313], [0.8165, -1.0217, -2.6864], [4.3758, -3.6840, -1.6548], [4.8862, -4.2476, -0.0728], [6.6764, -3.6059, -2.4456], [6.4997, -5.1353, -1.6034], [7.3144, -3.7640, -0.8133], [0.8400, 4.9016, -1.2530], [1.1930, 6.2669, -1.8189], [2.0348, 6.1784, -2.9711], [1.3967, 5.6878, -4.3779], [0.1342, 6.4257, -4.5713], [2.4085, 6.4133, -5.4391], [1.8995, 7.2009, -6.5164], [1.9208, 8.6785, -6.1721], [2.0833, 4.2662, -4.5308], [3.4885, 4.0798, -4.2610], [3.7170, 3.4304, -2.9151], [0.4621, 4.2340, -2.0310], [0.0826, 4.9977, -0.4744], [1.7153, 4.4231, -0.8134], [0.2869, 6.8266, -2.0579], [1.7424, 6.8471, -1.0777], [0.8957, 6.8793, -6.7898], [2.5427, 7.0106, -7.3772], [1.5642, 8.8545, -5.1581], [1.3012, 9.2481, -6.8661], [2.9392, 9.0674, -6.2262], [4.0380, 5.0142, -4.3435], [3.8500, 3.4200, -5.0498], [3.6066, 4.1534, -2.1083], [4.7300, 3.0318, -2.8501], [3.0033, 2.6268, -2.7358]], "atomic_forces_ev_per_a": [[0.36, 0.65, 0.12], [0.30, -0.06, 0.20], [-0.60, 0.37, -0.06], [0.70, -0.84, 0.04], [-0.15, 0.57, 0.01], [-0.16, 0.46, 0.55], [0.49, -0.66, -0.24], [0.21, 0.15, -0.55], [0.59, 0.17, 0.39], [0.27, -0.26, -0.47], [-0.84, 0.28, -0.08], [0.15, 0.10, -0.02], [0.42, -0.23, -0.27], [-0.05, 0.84, 0.18], [-0.41, -0.46, 0.23], [-0.04, -0.48, -0.01], [0.07, 0.24, 0.03], [0.32, -0.77, -0.08], [-0.46, 0.70, 0.29], [-0.58, -0.90, -0.69], [0.07, 0.26, -0.13], [0.22, 1.06, 0.68], [-0.10, -0.18, -0.44], [0.04, -0.24, 0.15], [0.04, 0.16, -0.04], [0.03, -0.41, -0.11], [-0.57, -0.38, -0.47], [0.04, -0.03, -0.04], [-0.20, -0.25, -0.15], [-0.16, -0.28, 0.01], [0.02, 0.08, 0.00], [-0.23, 0.26, -0.03], [0.02, -0.26, -0.13], [-0.04, 0.26, -0.03], [-0.09, 0.17, 0.08], [-0.13, -0.05, 0.06], [-0.18, -0.04, 0.07], [-0.08, -0.13, 0.28], [-0.04, 0.03, 0.04], [0.10, 0.06, 0.04], [0.24, -0.14, 0.24], [-0.05, -0.05, -0.01], [0.12, 0.05, -0.11], [-0.10, 0.11, 0.03], [0.01, 0.18, -0.05], [0.48, 0.23, 0.37], [-0.12, -0.41, -0.28], [0.08, 0.00, 0.10], [0.20, 0.07, 0.03], [-0.13, 0.05, 0.14], [0.00, 0.00, 0.04], [-0.02, -0.18, -0.03], [0.27, 0.29, -0.17], [0.35, -0.02, 0.59], [-4.04, -1.78, -3.63], [2.09, 0.02, 1.97], [0.34, -0.15, 0.30], [-0.15, 0.14, -0.17], [-0.16, -0.07, -0.07], [1.18, 1.77, 1.02], [0.14, -0.67, -0.01], [0.12, 0.24, -0.25], [0.02, 0.14, -0.01], [-0.03, 0.03, 0.02], [0.00, 0.00, 0.01], [-0.12, -0.05, 0.13], [-0.10, -0.10, 0.03], [0.09, 0.09, -0.11], [0.10, -0.11, -0.02], [0.08, 0.11, 0.14], [0.00, -0.01, 0.00], [0.00, 0.01, 0.00], [-0.06, 0.23, 0.01], [-0.05, 0.18, 0.11], [-0.03, 0.04, 0.01], [-0.04, -0.01, 0.11], [-0.04, -0.12, 0.10], [0.19, -0.05, 0.00], [-0.30, 0.06, 0.33], [-0.22, -0.53, -0.21], [3.84, 4.01, -0.52], [-1.22, -2.59, 0.18], [-0.07, -0.39, 0.16], [-0.07, 0.31, -0.03], [0.21, 0.10, 0.02], [-2.24, -0.63, 0.18], [0.59, -0.39, 0.14], [-0.17, 0.20, 0.27], [-0.12, 0.06, 0.03], [-0.03, 0.02, -0.04], [-0.01, -0.02, -0.01], [0.04, -0.03, -0.18], [0.11, 0.00, -0.10], [-0.04, -0.01, 0.15], [0.07, -0.08, 0.07], [-0.18, -0.10, -0.04], [0.01, -0.01, -0.01], [-0.01, 0.01, 0.00], [-0.22, 0.14, -0.05], [-0.20, 0.04, -0.11], [-0.03, 0.03, -0.03], [-0.03, -0.07, -0.09], [0.11, -0.12, -0.08]], "lowdin_charge": [-0.039, -0.281, -0.046, -0.026, -0.137, -0.352, -0.089, -0.048, -0.211, -0.027, -0.122, -0.206, -0.072, 0.151, -0.205, -0.017, -0.050, -0.054, -0.276, -0.687, 0.761, -0.789, -0.173, 0.734, -0.159, 0.210, 0.022, 0.076, 0.076, 0.078, 0.111, 0.105, 0.135, 0.073, 0.082, 0.078, 0.071, 0.067, 0.087, 0.133, 0.130, 0.111, 0.115, 0.108, 0.108, 0.098, 0.079, 0.078, 0.058, 0.039, 0.094, -0.074, -0.271, -0.197, 0.500, -0.213, -0.216, -0.273, -0.066, -0.194, -0.252, -0.069, 0.075, 0.080, 0.067, 0.099, 0.120, 0.102, 0.108, 0.067, 0.075, 0.074, 0.114, 0.120, 0.061, 0.081, 0.085, -0.076, -0.272, -0.198, 0.496, -0.213, -0.218, -0.285, -0.074, -0.193, -0.244, -0.065, 0.074, 0.079, 0.068, 0.108, 0.119, 0.103, 0.115, 0.075, 0.076, 0.072, 0.114, 0.122, 0.065, 0.075, 0.072], "smiles": "Cc1ccc(C(C)C)c(OCc2cnc3cccc([C@H](Br)[C@@H](C)Br)c3n2)c1.CCOP(=O)(OCC)OCC.CCOP(=O)(OCC)OCC", "e_lumo_ev": -0.53, "homo_energy_ev": -8.46, "spin_multiplicity": 1}

---

{"formula": "C34H54F3InN7O8P2S", "method": "ωB97M-V with the def2-TZVPD basis set", "symbols": ["In", "C", "C", "C", "O", "C", "O", "O", "H", "H", "H", "H", "H", "H", "H", "N", "C", "C", "C", "C", "N", "C", "N", "N", "C", "O", "O", "H", "H", "H", "H", "H", "H", "H", "H", "H", "H", "H", "H", "H", "H", "C", "P", "C", "N", "C", "C", "C", "C", "C", "C", "N", "C", "P", "C", "C", "C", "C", "C", "C", "C", "C", "C", "H", "H", "H", "H", "H", "H", "H", "H", "H", "H", "H", "H", "H", "H", "H", "H", "H", "H", "H", "H", "H", "H", "H", "H", "H", "H", "H", "H", "C", "C", "C", "N", "C", "C", "H", "H", "H", "H", "H", "F", "C", "F", "F", "S", "O", "O", "O"], "xyz": [[-0.3479, 0.6176, 0.0087], [-1.2239, 1.1704, 4.2046], [0.0235, 0.8944, 3.3691], [1.2777, 1.0495, 4.2273], [0.0897, 1.7979, 2.2510], [-0.0515, -0.5670, 2.8486], [-0.0536, -1.4753, 3.6483], [-0.1390, -0.7476, 1.5803], [-1.1207, 2.1175, 4.7322], [-1.3582, 0.3746, 4.9332], [-2.1069, 1.2181, 3.5704], [1.2695, 2.0109, 4.7377], [2.1678, 0.9782, 3.6091], [1.2972, 0.2550, 4.9652], [-0.5031, 2.5277, 2.4701], [1.6303, 1.9154, -0.3544], [1.3600, 2.6738, -1.5677], [2.5863, 3.4431, -2.0710], [2.3988, 4.2263, -3.3815], [1.0610, 4.9367, -3.5787], [0.7506, 5.8862, -2.5236], [-0.4661, 6.2845, -2.1774], [-1.5361, 5.8697, -2.8565], [-0.6140, 7.2625, -1.2711], [0.6865, 1.7133, -2.6139], [0.6155, 2.0566, -3.7748], [0.1958, 0.6572, -2.1212], [1.9280, 2.4821, 0.4371], [2.3537, 1.2143, -0.5297], [0.5692, 3.3956, -1.3431], [3.4109, 2.7424, -2.2265], [2.8885, 4.1344, -1.2775], [2.4737, 3.5300, -4.2155], [3.2129, 4.9480, -3.4668], [0.2872, 4.1693, -3.6319], [1.0894, 5.4639, -4.5402], [1.5393, 6.2905, -2.0434], [-1.4495, 5.0707, -3.4664], [-2.4478, 6.0306, -2.4607], [0.1467, 7.4353, -0.6340], [-1.5218, 7.3558, -0.8402], [-2.4469, -1.3275, -2.5168], [-2.1436, -1.1002, -0.7347], [-1.4464, -2.6217, -0.0376], [-2.1357, -3.1970, 0.9101], [-1.5387, -4.1744, 1.6233], [-2.2577, -4.8876, 2.5978], [-1.6159, -5.8326, 3.3495], [-0.2471, -6.0935, 3.1678], [0.4753, -5.4247, 2.2184], [-0.1613, -4.4653, 1.4097], [0.5127, -3.8657, 0.4083], [-0.1112, -3.0013, -0.3402], [0.6944, -2.2779, -1.8219], [2.3413, -1.8938, -1.1020], [1.1070, -3.9008, -2.7392], [1.6501, -3.4740, -4.1045], [2.1237, -4.7849, -2.0224], [-0.2028, -4.6646, -2.9349], [-3.8093, -0.7518, 0.0439], [-4.7566, -1.9370, -0.1296], [-3.5624, -0.4612, 1.5213], [-4.3754, 0.4965, -0.6383], [-3.0552, -2.2206, -2.6616], [-1.4943, -1.4314, -3.0309], [-2.9566, -0.4460, -2.8996], [-3.3068, -4.6738, 2.7238], [-2.1588, -6.3968, 4.0901], [0.2282, -6.8479, 3.7760], [1.5235, -5.6251, 2.0581], [2.6681, -2.6961, -0.4440], [3.0534, -1.7359, -1.9098], [2.2325, -0.9717, -0.5315], [2.5220, -2.8301, -3.9979], [0.8970, -2.9275, -4.6692], [1.9444, -4.3503, -4.6792], [3.1165, -4.3420, -2.0361], [2.1821, -5.7491, -2.5262], [1.8242, -4.9573, -0.9911], [-0.9444, -4.0396, -3.4310], [-0.6116, -4.9953, -1.9817], [-0.0333, -5.5445, -3.5530], [-4.3519, -2.8226, 0.3531], [-4.9380, -2.1550, -1.1801], [-5.7123, -1.6944, 0.3332], [-3.0234, -1.2827, 1.9932], [-4.5099, -0.3243, 2.0409], [-2.9768, 0.4582, 1.6120], [-4.7117, 0.2810, -1.6517], [-3.6264, 1.2924, -0.6660], [-5.2338, 0.8604, -0.0751], [5.1755, -1.4696, 2.7275], [3.9707, -2.1254, 2.5433], [2.9225, -1.4394, 1.9538], [3.0205, -0.1823, 1.5311], [4.1782, 0.4411, 1.7219], [5.2797, -0.1491, 2.3182], [6.0113, -1.9716, 3.1901], [3.8400, -3.1489, 2.8537], [1.9620, -1.9112, 1.8093], [4.2190, 1.4721, 1.3832], [6.1916, 0.4095, 2.4575], [-2.1507, 5.9849, 1.5078], [-2.5224, 4.7066, 1.7703], [-3.3078, 4.7904, 2.8555], [-3.3404, 4.3723, 0.7548], [-0.6216, 3.5094, 0.3879], [-1.5382, 3.9010, 1.9540], [-0.7975, 4.7504, -0.3513], [-1.5020, 2.4586, -0.1866]], "atomic_forces_ev_per_a": [[0.59, -0.43, -0.24], [0.07, 0.00, -0.18], [0.24, -0.70, 0.58], [-0.14, 0.00, -0.21], [-0.12, -0.46, 0.05], [-0.01, 0.64, 0.86], [0.06, -0.14, 0.18], [0.06, 0.13, -1.35], [-0.01, 0.10, 0.03], [0.03, 0.00, 0.01], [-0.15, -0.03, -0.02], [-0.01, 0.09, 0.00], [0.07, 0.00, -0.02], [0.02, -0.08, 0.12], [0.01, 0.02, 0.31], [-0.11, -0.75, 0.33], [0.09, -0.10, -0.90], [-0.33, 0.06, -0.19], [-0.15, -0.03, 0.07], [0.06, -0.18, -0.47], [0.09, 0.04, 0.35], [0.30, 0.64, -0.58], [0.03, -0.23, -0.04], [-0.09, 0.10, 0.09], [0.47, 0.88, 0.50], [0.06, 0.13, -0.61], [-0.60, -0.69, 0.78], [-0.07, -0.12, -0.06], [-0.10, 0.13, 0.22], [0.46, -0.02, -0.42], [0.03, 0.03, 0.11], [0.06, -0.08, 0.08], [0.05, 0.13, 0.00], [0.07, 0.04, -0.06], [0.07, 0.06, 0.01], [-0.06, -0.10, 0.09], [-0.14, 0.12, 0.07], [-0.03, 0.11, 0.06], [0.02, -0.02, -0.01], [-0.01, -0.05, -0.03], [0.05, -0.02, 0.01], [0.02, 0.02, 0.16], [-0.49, 0.52, -0.37], [-0.26, -0.37, 0.39], [-0.17, -0.04, -0.12], [0.67, -0.11, -0.11], [0.04, -0.17, 0.22], [-0.31, 0.15, -0.11], [0.32, 0.04, -0.19], [-0.02, -0.14, 0.23], [-0.67, 0.04, 0.17], [0.27, 0.03, 0.11], [0.05, 0.04, 0.01], [0.74, -0.96, -0.34], [-0.48, 0.08, -0.13], [-0.18, 0.22, -0.04], [-0.09, 0.09, 0.17], [-0.16, 0.07, 0.02], [0.08, 0.16, 0.11], [0.18, -0.29, -0.09], [0.09, -0.05, 0.03], [0.26, -0.07, -0.04], [0.25, -0.05, -0.08], [-0.04, 0.05, -0.06], [-0.06, 0.05, 0.04], [-0.08, -0.01, -0.02], [-0.13, 0.05, 0.05], [-0.11, -0.03, 0.11], [0.07, -0.04, 0.06], [0.10, -0.02, -0.06], [0.11, 0.08, -0.01], [0.08, 0.04, -0.01], [0.24, -0.06, 0.01], [0.13, 0.03, -0.05], [-0.05, 0.06, -0.10], [0.05, -0.11, -0.07], [0.12, 0.02, 0.02], [0.03, -0.09, -0.13], [0.14, -0.08, -0.05], [-0.14, 0.03, -0.07], [-0.07, -0.11, 0.06], [0.02, -0.09, -0.08], [-0.10, -0.01, -0.02], [-0.06, -0.01, -0.10], [-0.12, 0.05, 0.01], [-0.04, 0.12, 0.11], [-0.08, 0.09, 0.00], [-0.03, 0.06, 0.17], [0.00, 0.04, -0.04], [-0.13, 0.09, -0.05], [-0.05, -0.01, 0.08], [-0.08, 0.09, -0.02], [0.03, 0.07, 0.03], [0.01, -0.13, 0.09], [-0.11, 0.19, -0.04], [0.13, 0.09, 0.01], [0.00, -0.02, -0.01], [0.09, -0.04, 0.03], [-0.05, -0.12, 0.05], [-0.06, -0.15, -0.01], [0.12, 0.04, 0.02], [0.08, 0.06, -0.01], [0.31, 0.21, 0.06], [-2.34, 1.88, 0.32], [0.20, -0.28, 0.27], [-0.08, -0.34, -0.34], [-0.47, 2.29, 0.24], [1.45, -1.16, -0.45], [0.02, -0.65, 0.45], [-0.11, -0.65, 0.01]], "lowdin_charge": [0.803, 0.015, -0.476, 0.011, -0.118, -0.589, 0.102, -0.118, 0.099, 0.105, 0.082, 0.093, 0.067, 0.099, 0.036, 0.032, -0.313, -0.118, -0.161, -0.162, 0.103, -0.477, 0.229, 0.199, -0.592, 0.070, -0.137, 0.102, 0.091, 0.066, 0.129, 0.115, 0.118, 0.118, 0.097, 0.140, 0.164, 0.122, 0.135, 0.128, 0.122, -0.212, 1.050, -0.394, 0.137, -0.190, 0.003, -0.057, -0.057, 0.000, -0.192, 0.145, -0.432, 1.068, -0.243, -0.705, -0.107, -0.094, -0.095, -0.684, -0.075, -0.083, -0.080, 0.058, 0.002, 0.052, 0.116, 0.109, 0.110, 0.115, 0.036, 0.054, -0.013, 0.070, 0.077, 0.088, 0.076, 0.088, 0.055, 0.071, 0.074, 0.089, 0.063, 0.077, 0.093, 0.075, 0.101, 0.060, 0.080, 0.062, 0.098, -0.053, -0.031, -0.153, 0.044, -0.155, -0.055, 0.111, 0.110, 0.089, 0.102, 0.105, 0.116, -0.825, 0.164, 0.135, 0.917, -0.105, -0.390, -0.397], "e_above_lowest_kj_mol": 204.3, "e_lumo_ev": -2.44, "homo_energy_ev": -10.59, "spin_multiplicity": 1, "total_charge": 1}